1.
# C5H13NO2

A cluster of 3 separate species, C5H13NO2 in total at a distorted geometry (ωB97M-V with the def2-TZVPD basis set, the Open Molecules 2025 dataset).

XYZ file:
```
21
Properties=species:S:1:pos:R:3:mulliken_charge:R:1
C -1.7384 0.3081 1.3534 -0.429
N -2.1373 1.3417 0.5326 -0.244
C 1.8524 0.0149 -0.2536 0.204
C 1.1512 -1.1434 -0.2572 -0.238
C 0.5406 -1.7472 0.9570 -0.475
O 0.5690 -1.0037 2.0659 -0.543
C 2.0004 0.8440 -1.4918 -0.980
H -0.6359 0.0901 1.4329 0.173
H -1.9293 -0.7228 0.9769 0.208
H -2.1051 0.3229 2.3794 0.366
H -1.9176 2.2686 0.8734 0.270
H 2.0383 0.3980 0.7466 0.388
H 0.8010 -1.4564 -1.2411 0.164
H 0.9300 -2.7623 1.2034 0.447
H -0.5324 -1.9820 0.6847 0.193
H 1.0620 1.3953 -1.6736 0.168
H 2.8643 1.5024 -1.3984 0.353
H 1.9816 0.0987 -2.2928 0.308
H -1.9458 1.1066 -0.4927 0.334
H -1.7211 0.3425 -2.3661 0.177
O -1.1279 0.7837 -1.7391 -0.847
```

## Properties
LUMO level ... -3.89 eV
Electronic energy ... -10972.9013 eV
F_max ... 2.8 eV/Å
Energy relative to the best compared isomer or geometry (same formula, charge and spin) ... 866.2 kJ/mol
Frontier orbital gap ... 0.1687 hartree
Total charge ... 0
HOMO level ... -8.48 eV


2.
# C5H13NO2

A cluster of 3 separate species, C5H13NO2 in total at a distorted geometry (ωB97M-V with the def2-TZVPD basis set, the Open Molecules 2025 dataset).

XYZ file:
```
21
Properties=species:S:1:pos:R:3:mulliken_charge:R:1
C -0.7714 2.2847 2.0970 -1.105
C -1.2836 1.1034 1.3009 -0.215
C -0.5483 0.3933 0.4574 -0.320
C -1.1489 -0.6261 -0.4532 -0.683
C -0.6976 -1.8817 -0.4948 -0.229
N -1.1342 -2.8673 -1.3595 -0.447
H -1.1603 2.2075 3.1088 0.352
H 0.3234 2.2318 2.2065 0.295
H -0.8789 3.1940 1.5190 0.288
H -2.2738 0.7734 1.5920 0.384
H 0.5278 0.4368 0.3769 0.568
H -2.0191 -0.2960 -1.0027 0.346
H 0.0358 -2.2311 0.2124 0.472
H -0.9168 -3.8245 -1.1758 0.199
H -1.7456 -2.6136 -2.1088 0.173
O 2.5247 -1.1797 -1.2312 -0.624
H 1.7151 -1.6070 -1.5464 0.304
H 2.8233 -0.7898 -2.0638 0.326
O 2.1861 2.0086 -0.7778 -0.674
H 1.4878 1.4329 -0.4345 0.261
H 2.9547 1.8503 -0.2225 0.329
```

## Properties
LUMO level ... 0.87 eV
SMILES ... C/C=C/C=C/N.O.O
Electronic energy ... -10979.3678 eV
F_max ... 1.8 eV/Å
Energy relative to the best compared isomer or geometry (same formula, charge and spin) ... 242.3 kJ/mol
Frontier orbital gap ... 0.3203 hartree
Total charge ... 0
HOMO level ... -7.85 eV


3.
# C5H13NO2

An isolated molecule of C5H13NO2 at a distorted geometry (ωB97M-V with the def2-TZVPD basis set, the Open Molecules 2025 dataset).

XYZ file:
```
21
Properties=species:S:1:pos:R:3:mulliken_charge:R:1
C 2.0722 0.6775 1.9804 -1.095
C 0.9323 -0.3293 1.8501 -0.407
N 0.6541 -1.0109 0.5998 -0.425
C -0.3572 -0.2306 -0.2235 0.124
C -0.8774 -1.2926 -1.2901 -0.566
O -2.2756 -1.2228 -1.4099 -0.527
C 0.2674 0.9494 -1.0099 -0.514
O -0.5706 2.1382 -0.7378 -0.554
H 1.7508 1.6956 1.7502 0.255
H 2.9115 0.4349 1.3204 0.282
H 2.4541 0.6885 3.0102 0.357
H 1.1084 -1.1279 2.5919 0.412
H 0.0095 0.1583 2.1330 0.230
H 1.4992 -1.1426 0.0394 0.230
H -1.1477 0.0858 0.4381 0.379
H -0.6960 -2.2146 -0.6875 0.319
H -0.4944 -1.0784 -2.2918 0.324
H -2.7315 -1.0937 -0.5725 0.310
H 1.2584 1.1380 -0.5730 0.268
H 0.1766 1.0212 -2.0887 0.306
H -0.3362 2.4429 0.1474 0.292
```

## Properties
LUMO level ... 0.84 eV
SMILES ... CCNC(CO)CO
Electronic energy ... -10978.9453 eV
F_max ... 4.1 eV/Å
Energy relative to the best compared isomer or geometry (same formula, charge and spin) ... 283.1 kJ/mol
Frontier orbital gap ... 0.3623 hartree
Total charge ... 0
HOMO level ... -9.02 eV


4.
# C5H13NO2

A cluster of 2 separate species, C5H13NO2 in total at a distorted geometry (ωB97M-V with the def2-TZVPD basis set, the Open Molecules 2025 dataset).

XYZ file:
```
21
Properties=species:S:1:pos:R:3:mulliken_charge:R:1
C 0.8084 0.2302 -0.4931 1.495
C -0.6567 -0.3872 -0.1792 0.296
C -2.2932 0.0013 1.9226 -0.832
C 1.4857 0.4990 0.8456 -1.712
C 1.5668 -0.8258 -1.3017 -1.766
N 0.7232 1.4456 -1.2593 -0.685
O -0.6842 -1.4719 0.4731 -0.601
O -1.4461 -0.3307 -1.3494 -0.506
H -1.8729 -1.1945 -1.4298 0.388
H -1.2652 0.4764 0.6313 0.131
H 0.2273 1.2992 -2.1306 0.289
H 0.2697 2.1931 -0.7466 0.278
H -1.3158 -0.3179 2.2300 0.286
H -2.8001 -0.3364 1.0369 0.309
H -2.9735 0.2509 2.7294 0.301
H 2.4950 0.8720 0.6753 0.423
H 0.9398 1.2548 1.4149 0.417
H 1.5327 -0.4143 1.4347 0.330
H 2.5740 -0.4653 -1.5132 0.422
H 1.0621 -1.0202 -2.2485 0.380
H 1.6231 -1.7583 -0.7426 0.358
```

## Properties
LUMO level (spin up / spin down) ... -1.45 / -0.96 eV
Electronic energy ... -10976.9779 eV
F_max ... 1.7 eV/Å
Energy relative to the best compared isomer or geometry (same formula, charge and spin) ... 472.9 kJ/mol
Frontier orbital gap (spin up / spin down) ... 0.2720 / 0.2897 hartree
Total charge ... 0
HOMO level (spin up / spin down) ... -8.85 / -8.84 eV


5.
# C5H13NO2

A cluster of 2 separate species, C5H13NO2 in total at a distorted geometry (ωB97M-V with the def2-TZVPD basis set, the Open Molecules 2025 dataset).

XYZ file:
```
21
Properties=species:S:1:pos:R:3:mulliken_charge:R:1
C -2.1410 0.8890 0.8441 -1.384
C -0.8178 0.9586 0.1134 0.714
C -0.9455 1.4285 -1.3321 -1.757
C -0.0858 -0.4308 0.1091 -0.433
N 0.9200 -0.4812 1.1708 -0.059
C 1.8292 -1.4731 1.3241 -0.133
O 1.7617 -2.5051 0.6767 -0.595
H -2.9329 1.4962 0.3827 0.391
H -2.7394 -0.0279 0.8889 0.346
H -1.9965 1.3057 1.8377 0.307
H -0.1128 1.6457 0.5939 0.233
H -0.1029 1.4231 -2.0188 0.402
H -1.4143 2.4108 -1.3889 0.406
H -1.6505 0.8250 -1.9374 0.389
H 0.4361 -0.4918 -0.8406 0.360
H -0.8481 -1.2015 0.2008 0.189
H 1.0125 0.3895 1.6701 0.209
H 2.4991 -1.3915 2.1901 0.405
O 2.4593 -1.5870 -1.9253 -0.656
H 2.8120 -0.9631 -1.2618 0.293
H 2.0576 -2.2190 -1.2975 0.375
```

## Properties
LUMO level ... 0.69 eV
SMILES ... CC(C)CNC=O.O
Electronic energy ... -10980.7298 eV
F_max ... 2.1 eV/Å
Energy relative to the best compared isomer or geometry (same formula, charge and spin) ... 110.9 kJ/mol
Frontier orbital gap ... 0.3969 hartree
Total charge ... 0
HOMO level ... -10.11 eV


6.
# C5H13NO2

A cluster of 2 separate species, C5H13NO2 in total (ωB97M-V with the def2-TZVPD basis set, the Open Molecules 2025 dataset).

XYZ file:
```
21
Properties=species:S:1:pos:R:3:mulliken_charge:R:1
C -1.6771 1.3351 -1.5682 -1.206
C -1.0189 0.6447 -0.3528 -0.004
C -0.2327 -0.5938 -0.7774 -0.729
C 0.5362 -1.1845 0.3786 0.373
O 0.0183 -1.9027 1.2198 -0.664
N 1.8590 -0.8746 0.4569 -0.163
C 2.5963 0.1040 -0.3387 -0.865
H -1.8169 0.6593 -2.4090 0.319
H -1.0640 2.1679 -1.9072 0.294
H -2.6677 1.7347 -1.3320 0.367
H -0.3274 1.3495 0.1008 0.256
H -1.7792 0.3777 0.3813 0.092
H 0.4737 -0.3387 -1.5673 0.368
H -0.9056 -1.3466 -1.1861 0.393
H 2.2936 -1.2165 1.2990 0.278
H 2.0819 1.0654 -0.3542 0.262
H 2.8227 -0.2765 -1.3275 0.285
H 3.5302 0.3042 0.1841 0.347
O -1.5890 -0.2826 3.1509 -0.629
H -0.8970 -0.9348 3.2978 0.312
H -2.2364 -0.7910 2.6510 0.314
```

## Properties
LUMO level ... 0.80 eV
SMILES ... CCCC(=O)NC.O
Electronic energy ... -10981.3457 eV
F_max ... 0.8 eV/Å
Energy relative to the best compared isomer or geometry (same formula, charge and spin) ... 51.5 kJ/mol
Frontier orbital gap ... 0.3857 hartree
Total charge ... 0
HOMO level ... -9.69 eV


7.
# C5H13NO2

A cluster of 3 separate species, C5H13NO2 in total at a distorted geometry (ωB97M-V with the def2-TZVPD basis set, the Open Molecules 2025 dataset).

XYZ file:
```
21
Properties=species:S:1:pos:R:3:mulliken_charge:R:1
C 1.0769 0.4119 -2.6781 -0.916
C 1.3688 0.0893 -1.4113 -0.238
C 0.6948 0.5878 -0.2248 1.083
C -0.6463 1.2993 -0.2936 -1.607
C 1.3417 0.6257 0.9509 -0.506
N 0.9205 1.2627 2.0816 -0.448
H 0.3626 1.1908 -2.9133 0.277
H 1.6457 -0.0332 -3.4832 0.262
H 2.1780 -0.6079 -1.2637 0.243
H -1.1010 1.1109 -1.2693 0.203
H -0.5226 2.3815 -0.3107 0.350
H -1.3129 0.8622 0.4443 0.472
H 2.3360 0.1749 0.9731 0.413
H -0.0600 1.4145 2.2384 0.189
H 1.4329 1.1541 2.9347 0.227
O -3.5039 -0.8923 -0.6903 -0.632
H -3.0448 -0.2337 -1.2422 0.315
H -3.7773 -1.5491 -1.3545 0.315
O 0.0543 -2.5529 1.8332 -0.662
H -0.6717 -2.4218 1.1978 0.330
H 0.7200 -1.9486 1.4562 0.331
```

## Properties
LUMO level ... 0.63 eV
SMILES ... C=C/C(C)=C/N.O.O
Electronic energy ... -10979.8411 eV
F_max ... 1.6 eV/Å
Energy relative to the best compared isomer or geometry (same formula, charge and spin) ... 196.6 kJ/mol
Frontier orbital gap ... 0.3073 hartree
Total charge ... 0
HOMO level ... -7.73 eV


8.
# C5H13NO2

A cluster of 2 separate species, C5H13NO2 in total at a distorted geometry (ωB97M-V with the def2-TZVPD basis set, the Open Molecules 2025 dataset).

XYZ file:
```
21
Properties=species:S:1:pos:R:3:lowdin_spin:R:1
C 1.0378 1.1242 -0.4210 -0.010
C 0.5784 2.4793 -0.0172 0.000
C -0.0245 0.0644 -0.5269 -0.013
N -0.8213 -0.4516 0.5186 0.524
C -1.8529 -1.4895 0.1529 0.040
C -0.3576 -0.3846 1.8656 0.068
O -0.2900 -0.5202 -1.5716 0.268
H 1.4629 1.2960 -1.4135 0.000
H 1.9296 0.7523 0.2238 -0.005
H 0.4858 3.1775 -0.8891 0.000
H 1.3687 3.0986 0.5294 0.001
H -0.3376 2.6348 0.6907 0.000
H -1.8081 -2.4084 0.7569 0.014
H -1.8315 -1.8546 -0.8230 0.002
H -2.9448 -1.0121 0.4117 0.031
H 0.3351 -1.2519 2.2172 0.037
H -1.2860 -0.1110 2.5038 0.025
H 0.2477 0.4924 2.0125 0.002
H 1.4141 -1.0890 -2.2436 0.000
H 0.9172 -2.5836 -1.9588 -0.001
O 1.7770 -1.9631 -2.0184 0.015
```

## Properties
Spin multiplicity ... 2
LUMO level (spin up / spin down) ... -3.83 / -8.51 eV
Electronic energy ... -10970.4486 eV
F_max ... 4.6 eV/Å
Energy relative to the best compared isomer or geometry (same formula, charge and spin) ... 229.1 kJ/mol
Frontier orbital gap (spin up / spin down) ... 0.3927 / 0.2185 hartree
Total charge ... +1
HOMO level (spin up / spin down) ... -14.52 / -14.45 eV